No. 1
75
Properties=species:S:1:pos:R:3:mulliken_charge:R:1 method="wB97M-V/def2-TZVPD" smiles="N[C@H](CC(=O)I)OC=O.CNC(C)=O.CNC(C)=O.CNC(C)=O.CNC(C)=O.CNC(C)=O" largest_force_ha_per_bohr=0.012 total_energy_ev=-53791.18297
N 0.5314 -0.4773 -5.0381 -0.52
C 0.0082 -0.0335 -3.7779 0.26
C 0.7235 1.2185 -3.2476 -0.40
C 0.9721 2.2065 -4.3508 0.05
O 0.1135 2.9036 -4.8013 -0.61
I 2.9639 2.4164 -5.0925 -0.02
O 0.1350 -1.0899 -2.7913 -0.48
C -0.6773 -0.9080 -1.7260 0.29
O -0.8520 -1.7671 -0.9050 -0.52
H 1.1379 -1.2809 -4.9307 0.24
H -0.2088 -0.7235 -5.6796 0.24
H -1.0606 0.1778 -3.8798 0.39
H 0.0808 1.7273 -2.5217 0.08
H 1.6545 0.9301 -2.7545 0.61
H -1.1755 0.0699 -1.7069 0.34
C 1.9907 -1.4845 0.9152 -1.14
C 3.5005 -1.4462 0.9293 0.77
O 4.1259 -0.4391 0.6454 -0.65
N 4.1464 -2.5926 1.2771 -0.15
C 3.5693 -3.8732 1.6349 -0.57
H 1.6262 -0.5068 0.6160 0.16
H 1.6182 -2.2257 0.2080 0.38
H 1.6022 -1.7163 1.9079 0.36
H 5.1503 -2.5070 1.2773 0.23
H 3.8813 -4.1481 2.6453 0.01
H 3.9191 -4.6403 0.9409 0.28
H 2.4859 -3.8348 1.5987 0.30
C 3.0791 -5.1823 5.5723 -1.37
C 4.5907 -5.1873 5.5861 0.77
O 5.2419 -4.1975 5.3006 -0.64
N 5.2079 -6.3507 5.9272 -0.17
C 4.6034 -7.6174 6.2890 -0.80
H 2.7406 -4.1923 5.2830 0.27
H 2.7002 -5.9094 4.8527 0.38
H 2.6804 -5.4142 6.5604 0.48
H 6.2137 -6.2884 5.9175 0.23
H 4.9027 -7.9097 7.2970 0.28
H 4.9163 -8.4015 5.5975 0.28
H 3.5217 -7.5438 6.2591 0.31
C -4.1559 3.2411 -1.4882 -1.53
C -2.9986 2.7256 -2.3020 1.00
O -2.4591 1.6521 -2.0326 -0.61
N -2.5639 3.4656 -3.3466 0.03
C -3.0776 4.7415 -3.8014 -0.99
H -4.3724 2.5298 -0.7043 0.27
H -3.9086 4.2053 -1.0393 0.34
H -5.0471 3.3538 -2.1046 0.39
H -1.7935 3.0617 -3.8662 0.13
H -3.4342 4.6611 -4.8293 0.30
H -2.2921 5.4984 -3.7706 0.29
H -3.8992 5.0667 -3.1722 0.38
C -8.5102 0.7912 0.5755 -1.34
C -7.0085 0.7812 0.4112 0.76
O -6.4098 1.7060 -0.1173 -0.56
N -6.3335 -0.3017 0.8708 -0.15
C -6.8649 -1.4847 1.5186 -0.84
H -8.8910 1.7180 0.1583 0.28
H -8.9649 -0.0478 0.0480 0.37
H -8.7865 0.7374 1.6290 0.36
H -5.3368 -0.2487 0.7251 0.21
H -6.4374 -1.5964 2.5161 0.29
H -6.6219 -2.3765 0.9392 0.28
H -7.9434 -1.4157 1.6109 0.32
C 2.9554 3.4649 0.1963 -1.23
C 3.3891 3.6986 -1.2329 0.82
O 3.8676 2.8088 -1.9122 -0.58
N 3.2193 4.9488 -1.7476 -0.14
C 2.6695 6.1203 -1.0973 -0.86
H 3.1584 2.4266 0.4429 0.13
H 3.5107 4.1065 0.8815 0.43
H 1.8882 3.6585 0.3181 0.36
H 3.5237 5.0331 -2.7051 0.23
H 1.7869 6.4762 -1.6327 0.28
H 3.4045 6.9270 -1.0754 0.29
H 2.3832 5.8879 -0.0771 0.32

No. 2
17
Properties=species:S:1:pos:R:3:mulliken_charge:R:1 method="wB97M-V/def2-TZVPD" smiles=CCCN1CC1 largest_force_ha_per_bohr=0.045 total_energy_ev=-6850.28682 de_lowest_kj_mol=312.8
C 2.5250 0.5025 0.2430 -1.19
C 1.3512 -0.4362 0.0659 -0.23
C 0.0567 0.3064 0.0185 -0.63
N -0.9762 -0.7637 -0.3340 -0.33
C -2.0198 -0.0225 0.3949 -0.55
C -2.3465 -0.6434 -0.8678 -0.34
H 2.4838 1.2931 -0.5149 0.32
H 3.4621 -0.0417 0.1247 0.35
H 2.5262 0.9851 1.2287 0.32
H 1.3951 -0.9957 -0.8677 0.32
H 1.2885 -1.1727 0.8805 0.24
H 0.0344 1.1686 -0.6588 0.36
H -0.0661 0.7671 1.0377 0.28
H -2.1730 -0.4399 1.3742 0.31
H -1.9719 1.0660 0.3256 0.25
H -2.9532 -1.5363 -0.7199 0.23
H -2.6163 -0.0368 -1.7306 0.29

No. 3
90
Properties=species:S:1:pos:R:3:mulliken_charge:R:1 method="wB97M-V/def2-TZVPD" total_charge=+1 largest_force_ha_per_bohr=0.016 total_energy_ev=-38655.34854
C -3.5934 -0.7402 3.7943 -1.05
C -2.4877 -1.8001 3.8956 -0.69
C -1.5121 -1.7918 2.7210 -0.39
C -2.1226 -2.2580 1.4003 -0.91
C -1.2821 -1.8818 0.1697 0.49
C -1.1348 -2.9798 -0.8854 -0.18
C -0.5745 -4.3045 -0.3762 -1.39
C 0.6606 -4.1924 0.5081 -0.55
C 1.8287 -3.3890 -0.0863 0.32
C 2.3237 -2.3172 0.8741 -0.16
C 3.4667 -1.4211 0.4058 -1.33
C 3.4398 -0.9935 -1.0581 -0.82
C 2.4144 0.0921 -1.3689 -0.80
N 1.2281 -0.3746 -2.1561 0.63
C 0.4028 0.7621 -2.7239 -0.73
C -0.6458 0.0026 -3.5151 -0.18
C 0.2021 -1.0917 -4.2121 -1.03
C 1.4875 -1.1989 -3.3652 -0.48
H -3.3127 0.1687 4.3265 0.22
H -3.8502 -0.4844 2.7679 0.34
H -4.5027 -1.1022 4.2751 0.31
H -2.9170 -2.7946 4.0235 0.36
H -1.9148 -1.6020 4.8043 0.40
H -0.6609 -2.4357 2.9611 0.14
H -1.1265 -0.7731 2.5952 0.35
H -3.1067 -1.7981 1.2972 0.46
H -2.2913 -3.3346 1.4316 0.28
H -0.2932 -1.5521 0.5145 -0.78
H -1.7508 -1.0190 -0.3055 0.65
H -0.5083 -2.6111 -1.7138 -0.27
H -2.1192 -3.1660 -1.3237 0.59
H -0.3397 -4.9406 -1.2345 0.43
H -1.3490 -4.8365 0.1797 0.47
H 0.3814 -3.7581 1.4708 0.01
H 1.0058 -5.2044 0.7256 0.44
H 1.5340 -2.9638 -1.0544 -0.43
H 2.6606 -4.0652 -0.3011 0.55
H 2.6669 -2.8335 1.7754 0.51
H 1.4840 -1.6990 1.2118 0.00
H 4.4430 -1.8550 0.6098 0.39
H 3.4117 -0.5011 0.9953 0.42
H 3.3142 -1.8529 -1.7215 0.53
H 4.4273 -0.5931 -1.2933 0.51
H 2.0264 0.5134 -0.4400 0.55
H 2.8427 0.9124 -1.9426 0.31
H 0.5942 -0.8780 -1.5328 -0.55
H 1.0724 1.2755 -3.4146 0.49
H 0.0644 1.4224 -1.9325 0.46
H -1.1436 0.6260 -4.2498 0.35
H -1.3591 -0.4411 -2.8248 0.12
H -0.3204 -2.0401 -4.2698 0.36
H 0.4696 -0.7414 -5.2065 0.38
H 1.7416 -2.2203 -3.0860 0.33
H 2.3543 -0.7764 -3.8677 0.54
C -4.4257 1.4720 -5.1971 -0.43
C -3.5256 2.4361 -4.7646 -0.28
C -3.3222 3.5880 -5.5117 -0.46
C -4.0239 3.7763 -6.6938 -0.37
C -4.9244 2.8134 -7.1271 -0.41
C -5.1251 1.6612 -6.3804 -0.39
H -4.5890 0.5768 -4.6101 0.36
H -2.9880 2.2959 -3.8338 0.53
H -2.6226 4.3408 -5.1722 0.36
H -3.8718 4.6756 -7.2756 0.37
H -5.4740 2.9633 -8.0466 0.37
H -5.8303 0.9134 -6.7182 0.36
C 6.2398 1.3883 1.8598 -0.38
C 6.1790 1.8307 0.5450 -0.30
C 7.2771 1.6841 -0.2917 -0.46
C 8.4367 1.0922 0.1887 -0.40
C 8.4975 0.6494 1.5027 -0.38
C 7.4001 0.7977 2.3394 -0.46
H 5.3839 1.5088 2.5120 0.40
H 5.2734 2.2968 0.1740 0.45
H 7.2336 2.0364 -1.3144 0.38
H 9.2957 0.9813 -0.4595 0.38
H 9.4037 0.1919 1.8764 0.38
H 7.4512 0.4578 3.3652 0.39
C -4.5288 3.2845 4.7918 -0.35
C -5.1409 3.6568 5.9799 -0.39
C -4.3690 3.9882 7.0845 -0.38
C -2.9847 3.9492 7.0014 -0.38
C -2.3718 3.5780 5.8132 -0.37
C -3.1439 3.2447 4.7092 -0.37
H -5.1320 3.0243 3.9315 0.37
H -6.2204 3.6898 6.0450 0.36
H -4.8471 4.2771 8.0110 0.36
H -2.3835 4.2096 7.8625 0.36
H -1.2915 3.5501 5.7486 0.35
H -2.6651 2.9521 3.7829 0.42

No. 4
49
Properties=species:S:1:pos:R:3:mulliken_charge:R:1 method="wB97M-V/def2-TZVPD" total_charge=+2 largest_force_ha_per_bohr=0.033 total_energy_ev=-46895.94891 de_lowest_kj_mol=4.1
Hf -0.0544 -0.0275 0.2184 0.52
C 4.3888 -0.1820 -0.1498 -0.98
C 3.0571 -0.5545 -0.1440 0.22
N 2.0646 0.3281 0.0137 -0.10
C 2.3592 1.6695 0.2073 0.32
C 3.6882 2.1058 0.2350 0.76
C 4.6988 1.1453 0.0355 -0.37
C 3.9707 3.4692 0.4961 -0.87
C 2.9415 4.3147 0.7574 -1.16
C 1.5974 3.8673 0.7264 -0.81
C 1.2801 2.5777 0.4091 0.86
N -0.0210 1.9885 0.3029 0.29
C -1.2944 2.6381 0.2332 1.20
C -1.5576 3.9785 0.2084 -0.85
C -2.8850 4.4748 0.1823 -1.18
C -3.9502 3.6347 0.1653 -0.87
C -3.7188 2.2377 0.1173 0.62
C -4.7624 1.2974 0.0254 -0.38
C -4.4969 -0.0499 -0.0659 -0.99
C -3.1775 -0.4623 -0.0719 0.24
N -2.1540 0.3954 0.0140 -0.02
C -2.4051 1.7531 0.1244 0.19
H 5.1538 -0.9322 -0.2889 0.43
H 2.7717 -1.5931 -0.2648 0.51
H 5.7342 1.4670 0.0423 0.49
H 4.9987 3.8090 0.5117 0.44
H 3.1364 5.3518 0.9975 0.42
H 0.8337 4.5775 0.9906 0.41
H -0.7598 4.6992 0.1912 0.35
H -3.0368 5.5458 0.1853 0.42
H -4.9661 4.0100 0.1655 0.44
H -5.7870 1.6526 0.0228 0.48
H -5.2878 -0.7834 -0.1351 0.43
H -2.9266 -1.5140 -0.1382 0.52
O -0.0642 -6.3065 -2.9120 -0.45
C 0.3509 -6.3273 -1.6327 0.39
O 1.0225 -7.2186 -1.2153 -0.46
C 0.1244 -5.0893 -0.8000 0.43
C 0.1009 -5.2467 0.5852 -0.71
C -0.0256 -4.1613 1.4350 -0.71
C -0.1069 -2.8745 0.9124 0.84
S -0.1993 -1.5100 2.0888 -0.35
C -0.0732 -2.7420 -0.4773 -0.30
C 0.0360 -3.8224 -1.3409 -1.11
H -0.7078 -5.6067 -3.0802 0.32
H 0.2001 -6.2471 0.9891 0.48
H -0.0444 -4.3007 2.5079 0.51
H -0.1299 -1.7769 -0.9694 0.73
H 0.0833 -3.6598 -2.4110 0.43